Record 1
The following is a quantum chemistry calculation of a molecular structure, C28H29N6Pd, from the OMol25 dataset.

XYZ file:
```
64
Properties=species:S:1:pos:R:3:forces:R:3:mulliken_spin:R:1
Pd 1.8139 -0.7251 -0.2247 0.21 0.25 0.18 1.2322
C 2.8036 -1.2594 2.5273 -0.03 0.07 0.18 0.0141
N 1.6057 -0.5310 2.0282 0.02 -0.27 -0.29 0.2607
C 0.3794 -1.1864 2.5250 0.02 0.05 0.06 -0.0196
C 1.6979 0.8812 2.3643 -0.07 -0.08 0.07 0.0928
C 1.2904 1.3670 3.5823 -0.01 0.02 0.11 -0.0296
C 1.5589 2.6948 3.9250 0.01 -0.01 -0.01 0.1810
C 2.2760 3.5195 3.0594 -0.02 -0.01 0.04 -0.0426
C 2.6848 3.0499 1.8325 0.00 -0.01 -0.03 0.1794
C 2.3469 1.7363 1.4351 0.17 0.02 -0.14 -0.0098
N 2.6368 1.1777 0.2404 -0.29 -0.07 -0.14 0.6764
C 3.3475 1.6405 -0.8495 0.00 0.10 0.16 0.0448
C 3.3987 2.9578 -1.3205 -0.03 0.05 0.03 0.1034
C 4.1521 3.2490 -2.4416 0.01 0.00 -0.02 -0.0318
C 4.8624 2.2474 -3.0959 0.00 -0.03 0.02 0.1195
C 4.7924 0.9288 -2.6524 0.05 0.02 -0.11 -0.0328
C 4.0228 0.6273 -1.5516 0.15 -0.18 0.01 0.0005
N 3.9142 -0.7266 -1.0143 -0.45 -0.18 -0.16 0.2154
C 3.6965 -1.7436 -2.0707 0.26 0.02 -0.06 -0.0337
C 5.0734 -1.0793 -0.1671 0.00 0.03 0.02 -0.0163
H 2.7760 -1.3252 3.6177 0.00 0.04 0.00 0.0037
H 3.7015 -0.7255 2.2335 0.02 0.01 -0.03 -0.0067
H 2.8167 -2.2684 2.1192 -0.03 -0.03 -0.02 0.0009
H 0.4125 -1.3097 3.6088 0.00 0.02 0.00 0.0112
H 0.3044 -2.1773 2.0829 0.02 -0.04 -0.02 0.0034
H -0.4917 -0.5938 2.2584 -0.02 0.01 -0.02 0.0013
H 0.7976 0.7242 4.3000 0.01 0.04 -0.01 0.0025
H 1.2448 3.0675 4.8907 -0.01 0.00 -0.01 0.0030
H 2.5214 4.5306 3.3547 0.00 -0.01 0.01 0.0020
H 3.2705 3.6790 1.1812 0.00 0.02 -0.02 0.0001
H 2.8135 3.7316 -0.8461 0.01 0.01 0.00 -0.0010
H 4.1813 4.2628 -2.8170 0.01 -0.01 0.01 0.0013
H 5.4678 2.4879 -3.9596 -0.02 0.00 0.01 0.0016
H 5.3449 0.1565 -3.1729 -0.01 0.04 0.01 0.0017
H 4.5842 -1.8900 -2.6903 0.03 0.02 0.02 0.0153
H 2.8837 -1.4313 -2.7261 -0.07 0.01 -0.01 0.0102
H 3.4690 -2.7004 -1.6039 -0.02 -0.05 0.05 0.0042
H 5.9750 -1.1409 -0.7791 0.01 0.01 -0.02 0.0015
H 4.9032 -2.0440 0.3063 -0.02 -0.02 0.00 0.0013
H 5.2194 -0.3133 0.5902 -0.01 0.02 0.01 0.0018
N -5.4129 -2.0842 -0.8936 -0.10 0.05 -0.12 -0.0022
C -6.7218 -1.6203 -0.9859 0.21 0.20 0.21 0.0324
C -7.9280 -2.2339 -1.0222 -0.37 -0.04 -0.07 0.0975
C -9.0630 -1.3718 -1.0634 0.09 -0.09 0.01 0.2533
C -8.9668 0.0407 -1.0228 -0.04 -0.11 -0.06 0.0010
C -7.7515 0.6508 -0.9736 0.19 -0.05 -0.04 0.1400
C -6.5869 -0.1947 -0.9335 -0.24 0.18 0.03 0.2050
N -5.3108 0.1581 -0.8105 0.09 -0.19 -0.11 0.0502
C -4.6238 -1.0021 -0.8066 0.17 0.08 0.06 0.1009
C -3.1562 -1.0305 -0.7135 -0.11 0.04 0.01 0.0326
C -2.4231 -2.2101 -0.7094 -0.02 -0.11 -0.04 0.0318
C -1.0448 -2.1417 -0.6368 0.11 -0.06 -0.10 -0.0297
N -0.3806 -0.9825 -0.5694 0.06 0.29 0.27 0.0793
C -1.0907 0.1582 -0.5714 -0.06 -0.12 -0.09 -0.0074
C -2.4702 0.1787 -0.6400 -0.03 0.06 -0.04 0.0435
H -5.1288 -3.0504 -0.9397 0.02 0.00 0.03 -0.0010
H -8.0479 -3.3092 -1.0131 -0.06 0.02 -0.05 0.0032
H -10.0437 -1.8257 -1.1376 0.01 0.01 0.05 0.0028
H -9.8702 0.6337 -1.0463 -0.03 -0.06 -0.03 0.0052
H -7.6456 1.7271 -0.9831 0.06 -0.01 0.08 -0.0036
H -2.8851 -3.1871 -0.7705 0.03 0.03 0.01 0.0024
H -0.4556 -3.0491 -0.6569 0.02 0.00 0.06 0.0008
H -0.5333 1.0838 -0.5323 0.04 0.02 0.05 -0.0041
H -3.0088 1.1166 -0.6482 0.02 -0.02 0.01 0.0025
```
Forces are in eV/Å.

Summary:
**Kohn-Sham gap (alpha / beta)**: 6.97 / 5.49 eV
**Net charge**: +3
**E_HOMO (alpha / beta)**: -15.836 / -16.663 eV
**E_tot**: -1539.7942 a.u.
**LUMO level (alpha / beta)**: -8.870 / -11.174 eV
**2S+1**: 5

Record 2
The following is a quantum chemistry calculation of a molecular structure, C25H47Br2F3GaI2O3S, from the OMol25 dataset.

XYZ file:
```
84
Properties=species:S:1:pos:R:3:forces:R:3:mulliken_charge:R:1
C -1.5482 -3.2249 2.7470 0.10 -0.09 -0.06 -0.6928
C -1.3588 -4.5480 2.0040 0.13 0.03 0.11 -0.7306
C -0.9870 -4.3673 0.5339 -0.13 -0.02 -0.13 -0.6043
C -2.0436 -3.6327 -0.2912 -0.02 -0.09 0.05 -0.1502
C -1.5913 -3.4140 -1.7320 -0.06 -0.14 -0.06 -0.5233
C -2.5372 -2.5834 -2.6208 0.12 -0.01 0.09 -0.9857
C -3.2225 -1.3709 -1.9772 0.13 0.15 -0.31 -0.8036
C -2.3282 -0.1128 -1.8650 -0.43 -0.03 0.20 0.0027
C -1.7473 0.1727 -0.4707 0.17 -0.22 0.03 -1.6288
C -0.3664 -0.4237 -0.1657 0.13 0.15 0.03 1.6270
C 0.6740 -0.2533 -1.2771 0.06 -0.21 0.03 -0.7944
C 2.1157 -0.3126 -0.7493 -0.07 0.04 -0.02 -0.6955
C 2.6900 1.0728 -0.4550 0.02 -0.02 -0.09 -0.5320
C 4.0470 1.0350 0.2539 -0.15 0.03 0.13 -1.0472
Ga 3.9791 0.4345 2.1993 -0.51 -0.05 -0.21 -0.3056
C 4.4946 -1.4981 2.4993 0.26 0.09 -0.06 -1.1420
C 2.0556 0.5785 2.9109 0.18 -0.07 0.14 0.8087
C 2.0189 0.4714 4.4324 0.03 -0.04 0.00 -1.2529
C 0.6540 0.0753 5.0321 0.23 0.20 -0.09 0.3731
F -0.3415 0.0259 4.1127 -0.19 -0.09 -0.23 -0.2286
Br 0.7264 -1.6938 5.8715 0.00 -0.14 0.01 -0.1544
C 0.1695 1.0516 6.1103 0.10 0.11 -0.54 0.6049
F -0.9654 0.6647 6.6676 -0.89 -0.28 0.28 -0.2271
F 1.0648 1.1545 7.0763 0.72 0.14 0.62 -0.2083
Br -0.1280 2.8146 5.3432 0.01 0.12 -0.09 -0.1400
C 5.0808 1.8128 3.2773 0.02 -0.25 -0.11 -0.6014
I 3.9965 3.6183 3.7063 -0.04 0.01 -0.04 -0.2110
C 6.3406 1.8507 3.6748 0.07 0.38 0.19 0.6568
C 7.0885 2.9377 4.4045 0.03 -0.19 0.12 -1.3779
I 7.5631 0.1934 3.1751 0.11 -0.09 -0.04 -0.0934
H -1.6508 -3.3861 3.8213 -0.05 0.03 -0.04 0.4410
H -0.6737 -2.5840 2.6006 -0.07 0.03 0.02 -0.0341
H -2.4287 -2.6831 2.3950 0.04 0.01 0.06 0.2252
H -2.2596 -5.1675 2.0888 0.01 0.06 -0.03 0.3123
H -0.5550 -5.1065 2.4962 -0.07 -0.01 -0.04 0.3721
H -0.8144 -5.3500 0.0777 0.07 0.06 0.03 0.4008
H -0.0405 -3.8170 0.4656 -0.03 -0.03 0.03 0.1849
H -2.2794 -2.6803 0.1873 0.05 -0.01 -0.04 -0.2644
H -2.9700 -4.2237 -0.2833 -0.01 0.09 0.01 0.5533
H -0.5809 -2.9911 -1.7395 -0.12 0.11 0.09 0.1550
H -1.4969 -4.4071 -2.1889 0.13 0.10 -0.05 0.5023
H -1.9581 -2.1976 -3.4682 -0.05 -0.15 -0.04 0.3133
H -3.2879 -3.2529 -3.0554 -0.07 0.06 0.16 0.4185
H -3.6538 -1.6137 -1.0032 0.01 -0.05 -0.03 0.3857
H -4.0746 -1.1094 -2.6168 0.03 -0.08 0.03 0.4196
H -1.5452 -0.1694 -2.6248 0.03 0.10 0.07 0.3901
H -2.9519 0.7451 -2.1394 0.11 0.01 0.00 0.0710
H -1.6784 1.2534 -0.3123 0.01 -0.03 -0.15 0.4131
H -2.4581 -0.1929 0.2809 0.00 0.11 0.00 0.3420
H 0.0154 0.0627 0.7391 -0.06 -0.05 -0.02 0.0164
H -0.4368 -1.4890 0.0786 -0.03 0.07 -0.01 -0.8617
H 0.5235 0.6992 -1.8000 0.00 -0.03 0.02 0.3985
H 0.5304 -1.0462 -2.0212 -0.05 0.14 -0.04 0.3527
H 2.1502 -0.9217 0.1627 0.01 -0.03 -0.05 -0.0351
H 2.7547 -0.8137 -1.4850 0.05 0.03 0.09 0.5060
H 2.7752 1.5943 -1.4215 -0.08 0.02 0.06 0.4499
H 1.9536 1.6412 0.1296 0.07 -0.03 0.03 0.2628
H 4.7096 0.3771 -0.3233 0.11 0.11 0.06 0.4972
H 4.4799 2.0424 0.2376 0.09 -0.08 -0.05 0.3293
H 4.8900 -1.6940 3.5004 -0.09 -0.07 -0.03 0.3094
H 5.2756 -1.7797 1.7848 -0.03 -0.03 0.07 0.3501
H 3.6351 -2.1537 2.3198 -0.03 0.07 0.07 0.3288
H 1.5333 1.4801 2.5771 -0.09 -0.08 0.02 0.5197
H 1.5509 -0.2962 2.4852 -0.04 0.09 -0.07 -0.7274
H 2.7586 -0.2495 4.7863 -0.06 -0.01 0.01 0.5187
H 2.2897 1.4292 4.8853 0.07 -0.03 -0.09 0.1668
H 8.0604 2.5889 4.7493 0.00 0.05 -0.07 0.3955
H 7.2261 3.8050 3.7535 0.01 -0.01 0.06 0.3150
H 6.5148 3.2518 5.2805 0.01 0.07 -0.10 0.3686
O -2.4591 2.4095 -5.0900 0.08 0.00 -0.04 -0.6145
S -3.6721 2.1349 -5.7952 -0.15 0.00 0.05 1.2217
O -3.6193 1.7733 -7.1790 0.04 -0.02 -0.01 -0.6361
O -4.6587 3.3708 -5.6116 -0.03 -0.09 -0.04 -0.2930
C -4.1133 4.6893 -5.8501 0.10 0.25 0.01 -0.3809
C -3.9905 5.0080 -7.3249 -0.01 -0.10 -0.02 -0.9663
C -4.6311 0.9474 -4.9231 -0.03 -0.03 0.07 -0.9981
H -3.1550 4.7708 -5.3360 0.00 -0.06 0.00 0.3515
H -4.8176 5.3598 -5.3617 -0.04 -0.06 0.01 0.2758
H -3.2394 4.3842 -7.8066 0.01 0.00 0.02 0.2968
H -3.7022 6.0529 -7.4451 0.00 0.01 0.02 0.3867
H -4.9417 4.8452 -7.8320 -0.01 0.03 0.01 0.2615
H -4.7030 1.2485 -3.8814 0.02 0.01 -0.01 0.2676
H -4.1108 -0.0047 -5.0057 0.04 0.02 -0.02 0.3413
H -5.6124 0.8866 -5.3862 0.01 0.00 -0.02 0.4807
```
Forces are in eV/Å.

Summary:
**Kohn-Sham gap**: 7.10 eV
**Net charge**: -1
**E_HOMO**: -5.143 eV
**E_tot**: -9572.5136 a.u.
**LUMO level**: 1.952 eV

Record 3
The following is a quantum chemistry calculation of a molecular structure, C31H41IrN2P, from the OMol25 dataset.

XYZ file:
```
76
Properties=species:S:1:pos:R:3:forces:R:3:mulliken_spin:R:1
Ir 0.2755 0.0093 0.3173 -0.94 -0.21 1.04 -0.0342
C 0.8375 3.4627 1.6507 -0.04 0.06 -0.09 0.0063
C 1.5637 3.1109 0.3461 0.00 -0.12 0.13 0.0035
C 2.0292 4.3689 -0.3882 -0.01 0.00 -0.04 -0.0005
P 0.5110 2.0015 -0.6646 -0.06 -0.23 -0.42 0.0349
C 1.1141 1.9716 -2.3796 0.04 0.14 0.00 0.0080
C 2.5218 1.3770 -2.4312 0.02 -0.02 -0.03 0.0001
C 0.1349 1.2509 -3.3037 0.03 -0.02 -0.01 -0.0046
C -1.1771 2.6837 -0.6860 0.11 -0.06 0.13 0.1159
C -1.5279 3.9556 -1.0639 -0.08 0.11 -0.12 0.0497
C -2.8733 4.3737 -1.0411 0.11 -0.01 -0.01 0.1332
C -3.2567 5.7604 -1.4428 0.02 0.01 -0.01 -0.0111
C -3.8569 3.4599 -0.6225 0.00 -0.05 0.03 -0.0371
C -3.5380 2.1813 -0.2436 -0.04 0.08 -0.10 0.1786
C -2.1812 1.7676 -0.2676 0.04 0.08 -0.07 0.0556
N -1.7707 0.5453 0.0771 0.12 -0.20 0.59 0.4197
C -2.7182 -0.4991 0.3193 -0.01 -0.06 -0.24 -0.0510
C -3.0765 -0.8433 1.6212 -0.20 -0.03 -0.21 0.0305
C -2.6464 -0.0148 2.7846 -0.02 0.10 0.20 -0.0120
C -3.9525 -1.9109 1.7904 0.01 0.03 0.03 -0.0048
C -4.4758 -2.6129 0.7140 -0.03 -0.05 -0.01 0.0044
C -5.4429 -3.7436 0.9194 0.01 0.00 0.01 0.0009
C -4.1084 -2.2231 -0.5729 -0.01 0.00 -0.06 -0.0024
C -3.2383 -1.1701 -0.7980 0.19 -0.06 0.09 0.0276
C -2.8307 -0.7717 -2.1911 -0.04 -0.06 -0.02 -0.0042
H 1.5324 3.9402 2.3413 0.01 -0.01 0.00 0.0001
H 0.4109 2.5907 2.1476 -0.03 -0.03 0.02 -0.0042
H 0.0235 4.1629 1.4585 0.02 0.01 0.00 -0.0044
H 2.4416 2.4955 0.5707 0.00 0.02 0.03 0.0012
H 1.1918 5.0027 -0.6792 0.01 0.01 0.01 0.0014
H 2.6261 4.1497 -1.2721 0.00 0.00 0.00 -0.0002
H 2.6505 4.9519 0.2921 0.01 0.00 0.00 0.0000
H 1.1572 3.0289 -2.6682 0.00 -0.02 -0.02 0.0015
H 2.5164 0.3343 -2.1091 0.02 0.02 0.00 0.0002
H 3.2328 1.9208 -1.8081 0.00 0.00 0.00 -0.0002
H 2.8905 1.4085 -3.4563 0.01 0.01 0.00 0.0001
H 0.0215 0.2041 -3.0177 0.02 0.09 -0.04 -0.0014
H 0.5176 1.2802 -4.3239 0.00 0.01 -0.01 -0.0004
H -0.8513 1.7159 -3.3025 0.00 -0.01 0.01 -0.0029
H -0.7779 4.6590 -1.4030 -0.02 0.01 -0.02 0.0073
H -2.4079 6.3227 -1.8257 0.00 0.00 0.00 -0.0019
H -3.6691 6.3013 -0.5880 0.00 0.00 0.00 0.0202
H -4.0333 5.7371 -2.2088 0.00 0.00 0.00 0.0156
H -4.8910 3.7806 -0.5978 0.00 0.00 0.00 0.0047
H -4.3015 1.4864 0.0809 0.01 -0.01 0.00 0.0000
H -3.1366 0.9630 2.7647 0.03 -0.01 0.01 0.0030
H -1.5736 0.1617 2.8016 0.26 0.04 -0.01 0.0044
H -2.9178 -0.5006 3.7168 -0.01 0.00 0.09 -0.0009
H -4.2499 -2.1845 2.7964 0.00 0.00 0.00 0.0015
H -5.4466 -4.0819 1.9538 0.00 0.00 0.00 0.0001
H -5.1987 -4.5917 0.2800 0.00 0.00 0.00 0.0001
H -6.4565 -3.4275 0.6670 0.00 0.00 0.00 0.0007
H -4.5152 -2.7571 -1.4247 0.00 0.00 0.00 0.0019
H -3.2582 -1.4532 -2.9238 -0.01 0.00 0.00 -0.0003
H -1.7430 -0.7803 -2.3055 -0.10 0.00 0.03 0.0014
H -3.1696 0.2356 -2.4416 -0.01 0.01 -0.01 0.0027
C 2.0606 -0.6039 1.1531 0.10 0.31 -0.47 0.0094
C 1.4175 -0.7869 2.4646 0.33 0.06 -0.41 -0.0100
C 1.3530 0.2877 3.3565 -0.26 0.30 0.35 0.0178
C 0.7300 0.1483 4.5967 0.18 0.26 -0.30 -0.0066
C 0.1605 -1.0592 4.9422 -0.11 -0.25 0.05 0.0131
C 0.2065 -2.1393 4.0589 -0.01 0.00 -0.06 -0.0008
C 0.8287 -2.0074 2.8320 -0.30 -0.16 -0.04 0.0136
H 2.4638 -1.4747 0.6486 0.17 -0.18 0.32 -0.0005
H 2.7325 0.2475 1.0607 0.23 -0.15 0.31 -0.0001
H 1.8485 1.2149 3.0989 0.06 -0.01 0.04 0.0024
H 0.7113 0.9769 5.2924 0.01 0.01 -0.03 0.0001
H -0.3121 -1.1756 5.9090 0.01 -0.01 -0.01 0.0004
H -0.2290 -3.0874 4.3454 0.00 0.01 -0.01 0.0000
H 0.8872 -2.8517 2.1541 0.03 -0.02 0.04 0.0005
C 0.9653 -3.1936 -2.8123 0.02 -0.04 -0.01 0.0002
C 0.8104 -2.1414 -1.8263 0.07 -0.10 0.08 -0.0007
N 0.6866 -1.3105 -1.0497 -0.01 0.42 -0.76 0.0028
H 0.2958 -3.0077 -3.6514 -0.01 0.00 0.00 0.0002
H 0.7201 -4.1530 -2.3570 0.00 0.00 -0.01 0.0000
H 1.9969 -3.2125 -3.1623 0.00 -0.01 0.00 -0.0001
```
Forces are in eV/Å.

Summary:
**Kohn-Sham gap (alpha / beta)**: 6.36 / 5.85 eV
**Net charge**: +2
**E_HOMO (alpha / beta)**: -13.537 / -13.632 eV
**E_tot**: -1760.5368 a.u.
**Energy relative to the best compared isomer or geometry (same formula, charge and spin)**: 0.0 kcal per mole
**LUMO level (alpha / beta)**: -7.181 / -7.787 eV
**2S+1**: 2

Which of these has the lowest net charge?
C25H47Br2F3GaI2O3S